Entry 1:
{
  "formula": "CH9O4",
  "method": "ωB97M-V/def2-TZVPD",
  "largest_force_ev_per_a": 1.66,
  "gap_ev": 8.4,
  "e_homo_ev": -4.25,
  "charge": -1,
  "de_lowest_kj_mol": 35.2,
  "symbols": ["C", "O", "H", "H", "H", "H", "H", "O", "H", "H", "O", "H", "H", "O"],
  "xyz": [[-1.1961, 0.2287, -1.0226], [-0.0861, -0.2569, -0.3367], [-1.3079, -0.2335, -2.0251], [-2.1262, -0.1103, -0.5034], [-1.2353, 1.3185, -1.0697], [0.2860, -0.9645, 2.2959], [-0.2813, 0.0760, 1.3897], [0.0672, -0.0233, 2.3224], [2.0559, 2.6494, -0.0590], [1.0912, 1.6396, -0.4981], [1.4229, 2.5164, -0.7883], [-0.0599, -1.6431, -0.0685], [1.1488, -2.5160, 0.3053], [0.2208, -2.6809, 0.0579]]
}



Entry 2:
{
  "formula": "CH9O4",
  "method": "ωB97M-V/def2-TZVPD",
  "largest_force_ev_per_a": 4.59,
  "gap_ev": 8.4,
  "e_homo_ev": -4.22,
  "charge": -1,
  "de_lowest_kj_mol": 98.3,
  "symbols": ["C", "O", "H", "H", "H", "H", "H", "O", "H", "H", "O", "H", "H", "O"],
  "xyz": [[-0.5207, 0.0155, -1.9299], [0.5391, -0.5857, -1.2844], [-1.3688, 0.5114, -1.3099], [-1.1046, -0.7599, -2.4980], [-0.2643, 0.8559, -2.6572], [0.4111, 1.1283, 2.5211], [0.6605, -0.2328, 2.1430], [0.3136, 0.2236, 2.8285], [-0.8191, -1.5816, 0.1416], [-0.4230, -1.3931, 1.5725], [-0.8716, -2.0604, 1.0086], [0.9054, 0.4226, -0.4047], [1.4793, 2.0716, -0.3820], [1.0630, 1.3844, 0.2508]]
}